Entry 1:
DFT (ωB97M-V/def2-TZVPD) results for a structure of composition C78H195BF4N13NaO26 at a distorted geometry.

Last column: Mulliken charge in e.
Atoms and positions in Å:
Na: -4.697 23.495 -15.487  0.427
B: -5.285 21.655 -13.568  -0.552
F: -5.391 20.789 -12.461  -0.127
F: -3.976 22.019 -13.716  0.155
F: -5.784 21.010 -14.683  0.050
F: -6.133 22.710 -13.309  -0.108
C: -2.146 20.880 -20.091  -0.948
O: -2.064 20.992 -18.650  -0.316
C: -2.039 19.667 -18.063  -0.561
C: -1.967 19.785 -16.497  -0.508
N: -1.716 18.563 -15.769  1.100
C: -2.827 17.662 -15.882  -0.741
C: -2.542 16.536 -14.937  -0.700
O: -3.469 15.485 -15.112  0.298
C: -3.114 14.376 -14.373  -1.238
H: -2.999 20.253 -20.351  0.316
H: -1.209 20.417 -20.399  0.344
H: -2.195 21.872 -20.540  0.298
H: -1.213 19.146 -18.548  0.224
H: -2.859 19.007 -18.346  0.250
H: -2.856 20.316 -16.157  -0.198
H: -1.201 20.477 -16.149  0.579
H: -1.645 18.716 -14.774  0.487
H: -3.067 17.417 -16.916  0.451
H: -3.690 18.245 -15.560  -0.451
H: -2.389 16.824 -13.897  0.604
H: -1.606 16.104 -15.291  0.125
H: -3.094 14.568 -13.301  0.392
H: -2.146 14.020 -14.725  0.431
H: -3.749 13.503 -14.525  0.307
C: -11.947 13.997 -14.202  -0.685
O: -10.505 13.997 -14.415  -0.338
C: -10.101 14.388 -15.661  -0.614
C: -8.543 14.373 -15.776  -0.444
N: -8.021 15.573 -15.070  0.484
C: -6.666 15.477 -14.513  -1.800
C: -6.263 16.830 -13.887  0.611
O: -6.893 16.900 -12.642  -0.688
C: -6.759 18.061 -11.916  -0.414
H: -12.182 13.585 -13.220  0.225
H: -12.389 13.384 -14.987  0.337
H: -12.351 15.009 -14.244  0.237
H: -10.443 15.403 -15.863  0.039
H: -10.562 13.645 -16.311  0.563
H: -8.414 14.434 -16.857  0.129
H: -8.059 13.468 -15.409  0.412
H: -8.609 15.712 -14.261  0.048
H: -5.919 15.142 -15.232  0.593
H: -6.761 14.741 -13.714  0.821
H: -6.635 17.685 -14.450  -0.298
H: -5.182 16.960 -13.839  0.127
H: -7.189 18.941 -12.394  -0.037
H: -5.696 18.178 -11.708  0.489
H: -7.248 17.999 -10.944  0.235
C: -6.074 30.377 -16.039  -0.675
O: -5.453 29.145 -16.376  -0.515
C: -6.465 28.138 -16.683  1.252
C: -5.906 26.721 -16.748  -1.168
N: -5.373 26.191 -15.482  0.457
C: -6.400 26.047 -14.475  -0.212
C: -5.727 25.777 -13.145  0.344
O: -5.089 26.885 -12.581  -0.502
C: -4.512 26.673 -11.303  -0.710
H: -6.600 30.750 -16.918  0.091
H: -5.231 31.056 -15.909  0.319
H: -6.729 30.473 -15.173  0.296
H: -6.862 28.390 -17.666  0.121
H: -7.285 28.236 -15.971  -0.345
H: -5.169 26.728 -17.551  -0.366
H: -6.548 25.883 -17.020  0.227
H: -4.848 27.011 -15.216  0.576
H: -7.045 25.228 -14.795  -0.323
H: -6.987 26.954 -14.330  0.393
H: -5.029 24.940 -13.151  -0.105
H: -6.541 25.539 -12.460  -0.023
H: -3.640 26.019 -11.275  0.171
H: -5.236 26.232 -10.618  0.314
H: -4.197 27.587 -10.800  0.394
C: -8.896 23.516 -9.280  -0.368
O: -7.552 23.353 -8.924  -0.629
C: -6.848 23.028 -10.112  1.588
C: -5.328 23.272 -9.840  -0.495
N: -4.870 22.590 -8.631  -0.299
C: -4.737 21.182 -8.852  1.208
C: -4.265 20.588 -7.508  -1.038
O: -5.277 20.804 -6.504  -0.206
C: -5.048 20.239 -5.249  -0.886
H: -9.061 24.475 -9.772  0.293
H: -9.488 23.543 -8.366  0.405
H: -9.326 22.728 -9.898  -0.119
H: -7.101 23.680 -10.947  -0.614
H: -7.041 22.010 -10.452  -0.139
H: -5.133 24.335 -9.701  0.172
H: -4.703 23.047 -10.703  -0.439
H: -5.537 22.819 -7.908  0.387
H: -3.970 21.115 -9.624  -0.203
H: -5.671 20.718 -9.169  -0.569
H: -3.353 21.157 -7.327  0.413
H: -4.105 19.515 -7.619  0.471
H: -4.678 19.234 -5.449  0.347
H: -5.966 20.224 -4.662  0.220
H: -4.241 20.797 -4.773  0.330
C: -5.892 18.864 -18.284  -0.304
O: -5.428 17.579 -18.457  -0.544
C: -6.178 16.676 -17.705  1.031
C: -5.876 15.237 -18.112  -1.721
N: -6.400 14.777 -19.389  -0.355
C: -5.873 13.509 -19.731  -0.691
C: -5.981 13.237 -21.280  -0.579
O: -5.003 14.022 -21.919  -0.308
C: -5.120 14.115 -23.381  -0.730
H: -5.797 19.147 -17.236  0.016
H: -6.942 18.968 -18.558  0.663
H: -5.238 19.578 -18.784  -0.051
H: -7.240 16.888 -17.827  0.096
H: -5.939 16.633 -16.643  -0.535
H: -6.372 14.559 -17.417  0.301
H: -4.801 15.060 -18.076  0.690
H: -6.063 15.357 -20.144  0.372
H: -6.514 12.842 -19.156  0.367
H: -4.893 13.358 -19.277  0.319
H: -6.957 13.476 -21.703  0.367
H: -5.804 12.193 -21.539  0.470
H: -4.787 15.082 -23.758  0.238
H: -6.094 13.851 -23.793  0.312
H: -4.411 13.380 -23.761  0.265
C: -9.620 26.612 -13.106  -0.727
O: -9.382 27.501 -14.154  0.103
C: -10.487 28.273 -14.519  -1.231
C: -10.099 29.411 -15.522  1.250
N: -11.032 30.534 -15.440  -0.414
C: -10.883 31.381 -16.601  0.152
C: -11.780 32.564 -16.522  -0.843
O: -11.598 33.509 -17.632  -0.291
C: -12.688 34.390 -17.950  -0.716
H: -9.813 27.257 -12.248  0.533
H: -8.780 25.960 -12.864  -0.484
H: -10.531 26.023 -13.212  0.518
H: -10.901 28.741 -13.627  0.592
H: -11.327 27.730 -14.953  0.436
H: -10.089 28.969 -16.519  -0.668
H: -9.041 29.627 -15.375  -0.339
H: -11.976 30.255 -15.212  0.317
H: -11.214 30.799 -17.462  0.046
H: -9.877 31.719 -16.850  0.088
H: -11.626 33.214 -15.660  0.422
H: -12.792 32.200 -16.344  0.374
H: -12.912 35.049 -17.112  0.281
H: -13.567 33.806 -18.224  0.312
H: -12.358 34.998 -18.792  0.225
C: 0.305 22.744 -10.734  -0.666
O: 1.154 21.906 -11.501  0.106
C: 2.439 22.419 -11.699  -0.840
C: 3.419 21.251 -12.029  -0.659
N: 3.408 20.167 -11.056  -0.369
C: 4.143 18.998 -11.565  -0.484
C: 4.217 17.854 -10.523  -0.835
O: 2.890 17.372 -10.383  -0.175
C: 2.782 16.342 -9.368  -0.846
H: 0.687 22.885 -9.723  0.386
H: -0.704 22.332 -10.711  -0.062
H: 0.167 23.699 -11.241  0.337
H: 2.849 22.905 -10.813  0.455
H: 2.400 23.159 -12.498  0.393
H: 4.422 21.583 -12.297  0.455
H: 2.966 20.882 -12.949  0.255
H: 2.462 19.879 -10.852  0.322
H: 5.166 19.281 -11.815  0.478
H: 3.664 18.625 -12.470  0.128
H: 4.641 18.249 -9.600  0.447
H: 4.856 17.027 -10.833  0.479
H: 3.264 15.433 -9.728  0.322
H: 1.768 15.995 -9.173  0.251
H: 3.338 16.629 -8.476  0.310
C: 3.221 16.035 -18.205  -0.741
O: 1.812 16.169 -18.225  -0.397
C: 1.274 17.237 -17.433  -0.145
C: 1.347 16.931 -15.937  -0.592
N: 0.951 18.081 -15.134  -0.278
C: 1.022 17.904 -13.708  -0.862
C: 0.282 19.051 -12.967  -0.602
O: -1.133 18.947 -13.130  -0.453
C: -1.960 19.788 -12.281  -0.504
H: 3.581 15.265 -18.887  0.295
H: 3.580 15.710 -17.228  0.290
H: 3.770 16.966 -18.345  0.314
H: 0.190 17.341 -17.496  -0.208
H: 1.741 18.188 -17.687  0.390
H: 2.355 16.611 -15.671  0.495
H: 0.784 16.022 -15.727  0.184
H: 0.006 18.351 -15.368  0.415
H: 2.030 17.785 -13.311  0.267
H: 0.378 17.041 -13.540  0.376
H: 0.706 20.029 -13.193  0.107
H: 0.480 18.908 -11.904  0.352
H: -1.605 20.819 -12.285  -0.099
H: -1.734 19.557 -11.240  0.522
H: -3.012 19.691 -12.548  0.168
C: -8.673 19.165 -15.953  0.083
O: -9.188 19.918 -17.062  0.986
C: -10.125 19.132 -17.804  -0.333
C: -10.688 19.773 -19.145  -1.209
N: -11.806 20.725 -18.904  -0.196
C: -11.365 21.975 -18.225  -0.022
C: -12.484 22.974 -17.771  -0.648
O: -12.725 23.882 -18.860  -0.257
C: -13.568 23.419 -19.866  -0.849
H: -9.458 19.140 -15.197  -0.003
H: -7.821 19.715 -15.552  -0.613
H: -8.411 18.152 -16.260  -0.046
H: -10.849 18.736 -17.092  0.119
H: -9.599 18.260 -18.191  0.278
H: -11.116 19.040 -19.829  0.442
H: -9.858 20.282 -19.636  0.253
H: -12.751 20.433 -18.699  0.273
H: -10.671 22.496 -18.885  0.211
H: -10.830 21.606 -17.351  0.083
H: -12.089 23.640 -17.004  -0.017
H: -13.275 22.407 -17.279  0.589
H: -13.124 22.722 -20.577  0.293
H: -13.988 24.176 -20.528  0.265
H: -14.401 22.908 -19.382  0.337
C: -9.314 23.169 -13.407  0.394
O: -10.671 23.072 -12.915  -0.413
C: -11.360 21.944 -13.464  0.199
C: -12.748 22.009 -12.751  -1.358
N: -12.612 22.054 -11.287  0.488
C: -13.709 22.634 -10.529  -0.697
C: -13.243 22.888 -9.076  -0.708
O: -12.129 23.807 -9.089  -0.108
C: -12.514 25.150 -9.302  -0.817
H: -9.371 23.364 -14.478  0.382
H: -8.837 22.190 -13.350  0.440
H: -8.648 23.879 -12.917  -0.917
H: -10.875 21.010 -13.179  0.202
H: -11.426 21.992 -14.551  -0.150
H: -13.458 21.223 -13.009  0.419
H: -13.272 22.877 -13.151  0.561
H: -11.776 22.606 -11.162  -0.095
H: -14.595 21.999 -10.518  0.386
H: -14.036 23.538 -11.042  0.378
H: -12.917 21.975 -8.577  0.157
H: -14.040 23.301 -8.459  0.449
H: -13.140 25.577 -8.518  0.323
H: -13.116 25.256 -10.204  0.279
H: -11.634 25.792 -9.349  0.256
C: -9.718 25.710 -16.731  0.000
O: -9.419 26.585 -17.762  0.073
C: -10.596 27.082 -18.409  -0.516
C: -10.143 27.955 -19.604  -1.269
N: -9.374 29.137 -19.131  0.683
C: -9.305 30.098 -20.204  -0.854
C: -8.228 31.139 -19.857  -0.517
O: -6.986 30.516 -19.707  -0.276
C: -5.893 31.454 -19.691  -0.940
H: -9.722 24.683 -17.098  0.243
H: -10.721 25.942 -16.374  0.544
H: -9.037 25.768 -15.883  -0.722
H: -11.193 27.739 -17.776  0.341
H: -11.262 26.273 -18.708  0.333
H: -11.067 28.210 -20.123  0.519
H: -9.533 27.387 -20.307  0.395
H: -8.445 28.882 -18.827  -0.324
H: -10.273 30.580 -20.341  0.400
H: -9.023 29.687 -21.173  0.378
H: -8.413 31.651 -18.912  0.231
H: -8.133 31.803 -20.716  0.477
H: -4.972 30.923 -19.451  0.281
H: -5.980 32.153 -18.859  0.364
H: -5.854 32.062 -20.595  0.346
C: -12.249 18.466 -14.439  -0.702
O: -11.454 18.727 -13.296  0.429
C: -11.383 17.675 -12.303  -0.912
C: -10.702 18.132 -11.041  -0.482
N: -11.439 19.142 -10.258  -0.522
C: -10.633 19.783 -9.224  1.445
C: -10.101 18.804 -8.143  -1.178
O: -8.821 18.245 -8.461  -0.374
C: -7.762 19.212 -8.355  -0.623
H: -11.905 17.617 -15.030  -0.057
H: -12.234 19.341 -15.089  0.032
H: -13.267 18.365 -14.063  0.456
H: -10.982 16.735 -12.683  0.278
H: -12.359 17.375 -11.922  0.380
H: -9.713 18.538 -11.253  0.250
H: -10.501 17.262 -10.416  0.387
H: -11.938 19.814 -10.824  0.354
H: -11.313 20.513 -8.785  -0.443
H: -9.809 20.365 -9.636  -0.403
H: -10.856 18.021 -8.075  0.451
H: -9.997 19.232 -7.146  0.411
H: -7.823 20.043 -9.058  0.270
H: -6.787 18.742 -8.486  0.303
H: -7.671 19.578 -7.333  0.305
C: -1.830 23.928 -13.398  -1.142
O: -2.385 24.299 -14.695  0.159
C: -1.440 24.443 -15.759  -1.002
C: -2.199 24.681 -17.092  -0.804
N: -3.180 23.631 -17.435  0.528
C: -4.002 24.129 -18.576  -1.317
C: -5.282 23.226 -18.657  -0.284
O: -6.010 23.290 -17.449  0.870
C: -7.174 22.524 -17.397  -0.938
H: -1.126 23.112 -13.565  0.356
H: -2.428 23.806 -12.495  0.172
H: -1.214 24.797 -13.167  0.554
H: -0.853 23.528 -15.846  0.352
H: -0.616 25.135 -15.585  0.401
H: -1.498 24.614 -17.924  0.533
H: -2.513 25.723 -17.139  0.371
H: -2.721 22.768 -17.687  -0.223
H: -3.305 23.892 -19.380  0.588
H: -4.170 25.203 -18.647  0.532
H: -4.989 22.199 -18.875  -0.306
H: -5.886 23.522 -19.515  0.499
H: -7.966 23.013 -17.965  0.472
H: -7.427 22.376 -16.347  -0.191
H: -7.081 21.529 -17.831  0.141

Output
LUMO: 0.12 eV
Net charge: 0

Entry 2:
DFT (ωB97M-V/def2-TZVPD) results for the molecule C4H9NO.

Last column: Mulliken charge in e.
Atoms and positions in Å:
C: 1.797 -1.477 -0.487  -0.669
O: 0.409 -1.520 -0.185  -0.367
C: -0.182 -0.325 0.027  0.930
N: 0.490 0.747 -0.044  -0.520
C: -0.183 2.009 0.175  -0.843
C: -1.649 -0.498 0.326  -1.086
H: 1.977 -0.894 -1.395  0.298
H: 2.101 -2.516 -0.626  0.234
H: 2.356 -1.016 0.333  0.300
H: -0.571 2.407 -0.772  0.269
H: -1.023 1.958 0.883  0.269
H: 0.540 2.736 0.560  0.285
H: -2.255 0.042 -0.409  0.290
H: -1.913 -1.556 0.299  0.300
H: -1.895 -0.098 1.315  0.312

Output
Energy above the lowest of the compared OMol25 structures with the same formula, charge and spin: 1.308 eV
Structure (SMILES): C/N=C(\C)OC
LUMO: 1.05 eV
Net charge: 0

> Look up the net charge of the first one.

0